No. 1
Entry from the Open Molecules 2025 dataset: a structure of composition C27H45BrN2OP2V at a distorted geometry (ωB97M-V/def2-TZVPD).

energy	-148018.4473	eV
HOMO-LUMO gap (alpha / beta)	5.080 / 5.074	eV
largest force on an atom	2.5	eV/A
highest occupied orbital energy (alpha / beta)	-19.46 / -19.47	eV

Geometry as ORCA input:
```
! RIJCOSX wB97M-V def2-TZVPD def2/J DEFGRID3
* xyz 4 2
N -0.848 -6.719 -2.828
C -0.156 -6.785 -1.686
C -0.050 -5.658 -0.804
C -0.682 -4.433 -1.179
C -1.405 -4.417 -2.388
C -1.456 -5.578 -3.171
C -0.539 -3.199 -0.415
V 0.581 -1.531 -0.282
P -1.082 3.440 0.710
C -1.371 -2.018 -0.481
C -1.520 -1.213 0.759
C -2.399 -0.073 0.689
C -2.951 0.441 1.852
C -2.510 0.080 3.162
C -1.557 -0.980 3.207
C -1.075 -1.648 2.052
Br -3.236 0.896 4.637
H 0.259 -3.232 0.376
H -2.132 -1.827 -1.255
H 0.451 -5.795 0.176
H -1.894 -3.508 -2.721
H 0.309 -7.763 -1.423
H -2.020 -5.573 -4.105
H -2.789 0.284 -0.286
H -0.562 -2.626 2.127
H -3.706 1.232 1.809
H -1.273 -1.427 4.166
P 1.400 0.155 -1.700
C -2.270 3.766 2.076
C -3.058 5.065 2.002
H -1.764 3.708 3.046
H -2.990 2.944 2.087
H -3.815 5.070 2.793
H -2.435 5.945 2.138
H -3.578 5.179 1.054
C -2.127 2.695 -0.602
C -2.577 3.698 -1.665
H -2.999 2.242 -0.126
H -1.538 1.898 -1.081
H -2.958 3.166 -2.543
H -3.377 4.352 -1.309
H -1.751 4.343 -1.973
C 0.210 2.468 1.610
C 1.179 3.508 2.181
H 0.705 1.756 0.923
H -0.312 1.890 2.389
H 2.209 3.156 2.084
H 1.110 4.470 1.651
H 0.959 3.712 3.232
C 2.697 1.286 -1.024
C 3.859 1.590 -1.954
H 3.065 0.841 -0.084
H 2.190 2.227 -0.765
H 4.264 0.686 -2.417
H 3.567 2.289 -2.745
H 4.667 2.069 -1.386
C 0.510 1.154 -2.954
C -0.658 0.480 -3.663
H 1.283 1.471 -3.672
H 0.193 2.065 -2.426
H -0.267 -0.287 -4.333
H -1.368 0.010 -2.972
H -1.210 1.196 -4.283
C 2.249 -1.242 -2.570
C 2.557 -2.534 -1.762
H 3.227 -0.852 -2.912
H 1.660 -1.500 -3.475
H 1.918 -2.878 -0.908
H 2.554 -3.365 -2.489
H 3.600 -2.514 -1.401
C 3.675 -1.477 3.151
C 2.460 -0.683 2.754
N 1.723 -0.197 3.769
O 2.137 -0.459 1.556
H 4.074 -1.074 4.093
H 4.438 -1.408 2.364
H 3.417 -2.546 3.284
H 0.924 0.370 3.512
H 1.986 -0.273 4.748
*
```

***

No. 2
Entry from the Open Molecules 2025 dataset: a structure of composition C27H45Cl2Si4 at a distorted geometry (ωB97M-V/def2-TZVPD).

energy	-85281.2967	eV
HOMO-LUMO gap	7.040	eV
largest force on an atom	1.9	eV/A
highest occupied orbital energy	-9.85	eV

Geometry as ORCA input:
```
! RIJCOSX wB97M-V def2-TZVPD def2/J DEFGRID3
* xyz 1 1
C -3.786 4.621 0.680
Si -1.980 4.391 0.345
C -1.277 5.652 -0.813
C -0.794 4.465 2.379
C -1.393 2.654 0.119
Si -0.451 2.691 1.718
H 0.395 -1.651 -0.654
C 1.409 2.737 1.494
Si 2.605 1.466 0.740
C 4.265 2.359 0.822
C 2.726 -0.135 1.708
C 2.268 1.026 -1.053
C -1.228 1.637 3.071
Si -1.485 -0.229 3.255
C -0.531 -0.760 4.788
C -3.318 -0.545 3.537
C -0.971 -1.344 1.846
H -4.180 3.906 1.416
H -3.972 5.643 1.047
H -4.326 4.489 -0.269
H -0.196 5.533 -0.971
H -1.792 5.550 -1.779
H -1.467 6.666 -0.424
H 0.183 4.955 2.489
H -1.451 5.221 1.859
H -1.231 4.345 3.379
H -2.222 1.930 0.110
H -0.759 2.534 -0.775
H 1.620 3.671 0.924
H 1.823 2.946 2.504
H 5.075 1.697 0.486
H 4.260 3.252 0.181
H 4.483 2.677 1.852
H 3.521 -0.768 1.284
H 2.972 0.052 2.763
H 1.797 -0.714 1.673
H 3.096 0.396 -1.419
H 1.333 0.465 -1.190
H 2.235 1.926 -1.684
H -0.701 1.939 3.997
H -2.252 2.053 3.205
H -0.725 -1.819 5.009
H 0.551 -0.628 4.651
H -0.848 -0.164 5.655
H -3.473 -1.596 3.814
H -3.702 0.088 4.347
H -3.901 -0.341 2.628
H -1.320 -2.366 2.065
H -1.419 -1.035 0.894
H 0.115 -1.395 1.733
Cl -3.587 -3.573 -8.099
C -2.917 -3.376 -6.542
C -3.758 -3.160 -5.436
C -3.197 -3.008 -4.170
C -1.795 -3.059 -3.976
C -1.247 -2.907 -2.646
C 0.067 -2.831 -2.364
C 0.534 -2.673 -0.948
C 1.983 -3.064 -0.704
C 2.303 -3.831 0.421
C 3.633 -4.052 0.778
C 4.655 -3.517 -0.020
Cl 6.283 -3.660 0.490
C 4.352 -2.840 -1.210
C 3.009 -2.634 -1.555
C -0.968 -3.263 -5.108
C -1.525 -3.403 -6.376
H -4.837 -3.120 -5.579
H -3.845 -2.844 -3.307
H -1.963 -2.882 -1.816
H 0.837 -2.862 -3.135
H -0.121 -3.269 -0.293
H 1.493 -4.239 1.029
H 3.885 -4.623 1.673
H 5.161 -2.472 -1.838
H 2.759 -2.123 -2.483
H 0.114 -3.317 -4.974
H -0.887 -3.541 -7.246
*
```

***

No. 3
Entry from the Open Molecules 2025 dataset: a structure of composition C27H45Cl3F5IrN4O6P2Se at a distorted geometry (ωB97M-V/def2-TZVPD).

energy	-184868.9725	eV
HOMO-LUMO gap (alpha / beta)	6.111 / 6.356	eV
energy relative to the best compared isomer or geometry (same formula, charge and spin)	440.98	kJ/mol
largest force on an atom	5.6	eV/A
highest occupied orbital energy (alpha / beta)	-16.36 / -16.64	eV

Geometry as ORCA input:
```
! RIJCOSX wB97M-V def2-TZVPD def2/J DEFGRID3
* xyz 3 2
Ir 0.155 -0.273 -0.009
C 1.457 -2.898 -1.634
C -0.053 -3.138 -1.464
N -0.536 -2.614 -0.183
C -0.179 -3.433 0.989
C 0.381 -2.547 2.107
N 1.349 -1.596 1.573
C 2.613 -2.152 1.092
C 2.990 -1.532 -0.261
N 1.843 -1.561 -1.170
H 2.013 -3.646 -1.068
H 1.706 -3.036 -2.689
H -0.597 -2.635 -2.262
H -0.250 -4.212 -1.547
H -1.548 -2.548 -0.225
H -1.057 -3.952 1.380
H 0.546 -4.195 0.701
H -0.430 -1.968 2.553
H 0.819 -3.186 2.884
H 1.502 -0.856 2.251
H 3.425 -1.967 1.800
H 2.503 -3.232 0.989
H 3.283 -0.487 -0.135
H 3.839 -2.085 -0.681
H 2.020 -0.944 -1.962
C -0.811 0.423 4.962
C -0.079 1.746 5.105
C 1.393 1.558 5.419
O -0.253 2.561 3.923
P 0.228 2.297 2.457
O 0.012 0.877 2.016
C 1.971 2.774 2.220
P 2.309 2.568 0.429
O 1.406 1.635 -0.304
O 3.764 1.971 0.291
C 4.962 2.660 0.767
C 5.649 1.783 1.801
C 5.877 2.920 -0.415
O 2.248 4.065 -0.039
C 1.921 4.593 -1.350
C 2.748 3.933 -2.434
C 0.429 4.457 -1.599
O -0.627 3.240 1.547
C -1.177 4.556 1.873
C -0.222 5.403 2.691
C -2.516 4.380 2.563
H -0.798 -0.107 5.909
H -0.325 -0.186 4.207
H -1.843 0.590 4.672
H -0.558 2.351 5.884
H 1.855 0.902 4.683
H 1.501 1.100 6.399
H 1.909 2.514 5.435
H 2.626 2.140 2.810
H 2.129 3.810 2.502
H 4.650 3.606 1.220
H 5.984 0.857 1.341
H 4.993 1.548 2.634
H 6.519 2.307 2.187
H 6.097 1.986 -0.926
H 6.808 3.353 -0.061
H 5.428 3.609 -1.125
H 2.187 5.653 -1.256
H 2.589 2.857 -2.406
H 3.804 4.143 -2.297
H 2.459 4.314 -3.408
H 0.160 3.406 -1.685
H 0.160 4.979 -2.511
H -0.130 4.901 -0.782
H -1.330 5.011 0.889
H -0.088 4.976 3.680
H -0.642 6.398 2.812
H 0.738 5.510 2.192
H -2.388 3.826 3.487
H -3.214 3.849 1.919
H -2.930 5.358 2.791
F -7.665 -1.088 -1.355
C -6.498 -0.609 -1.009
C -5.523 -1.462 -0.462
F -5.771 -2.747 -0.303
C -4.295 -0.937 -0.101
F -3.341 -1.722 0.426
C -3.987 0.416 -0.255
Se -2.357 1.164 0.310
C -4.974 1.250 -0.797
F -4.658 2.532 -0.942
C -6.213 0.756 -1.186
F -7.119 1.549 -1.713
Cl -0.643 1.166 -5.631
C -0.128 -0.204 -4.621
Cl 1.667 -0.361 -4.620
Cl -0.880 -1.746 -5.161
C -0.465 -0.047 -3.240
N -0.670 -0.025 -2.108
*
```

***

No. 4
Entry from the Open Molecules 2025 dataset: a cluster of 3 separate species, C27H45F17N9O3 in total at a distorted geometry (ωB97M-V/def2-TZVPD).

energy	-94476.7010	eV
HOMO-LUMO gap	8.944	eV
largest force on an atom	1.2	eV/A
highest occupied orbital energy	-11.45	eV

Geometry as ORCA input:
```
! RIJCOSX wB97M-V def2-TZVPD def2/J DEFGRID3
* xyz 1 1
C 0.536 3.595 4.152
C 1.345 2.825 3.116
O 0.987 3.150 1.784
C -0.198 2.493 1.373
C -0.530 3.048 0.003
N 0.643 2.737 -0.841
C 0.753 1.476 -1.243
N 1.943 0.935 -1.440
N -0.337 0.697 -1.509
C -1.606 1.016 -0.802
C -2.757 0.273 -1.475
C -2.467 -1.226 -1.650
C -3.109 -2.021 -0.538
F -2.827 -1.502 0.687
F -4.466 -1.918 -0.686
C -2.825 -3.541 -0.536
F -3.378 -4.056 -1.661
F -3.433 -4.101 0.530
C -1.324 -3.994 -0.562
F -0.848 -3.772 -1.813
F -1.314 -5.329 -0.352
C -0.409 -3.313 0.470
F -1.065 -3.355 1.655
F -0.204 -2.012 0.152
C 0.995 -3.932 0.718
F 0.933 -5.264 0.890
F 1.418 -3.390 1.896
C 2.079 -3.589 -0.365
F 2.701 -4.739 -0.704
F 1.534 -3.078 -1.484
C 3.180 -2.615 0.105
F 3.948 -3.202 1.049
F 2.619 -1.485 0.607
C 4.129 -2.149 -1.052
F 5.127 -1.450 -0.475
F 4.642 -3.177 -1.725
F 3.480 -1.321 -1.891
C -1.826 2.536 -0.645
C -2.962 2.763 0.405
C -4.306 3.348 -0.030
C -5.269 2.397 -0.722
N -5.682 1.347 0.229
C -2.160 3.282 -1.944
C -1.159 3.344 -3.120
C -0.203 4.544 -3.033
C 1.182 4.253 -3.587
C 2.138 5.411 -3.262
N 2.882 5.127 -2.018
H -0.381 3.057 4.377
H 1.106 3.683 5.066
H 0.275 4.567 3.757
H 1.307 1.752 3.296
H 2.385 3.115 3.220
H 0.011 1.420 1.352
H -0.975 2.647 2.115
H -0.579 4.127 0.105
H 1.504 3.129 -0.472
H 1.994 -0.033 -1.703
H 2.802 1.438 -1.307
H -0.463 0.546 -2.499
H -1.538 0.572 0.184
H -3.576 0.341 -0.770
H -3.021 0.726 -2.421
H -2.954 -1.558 -2.561
H -1.417 -1.447 -1.775
H -2.619 3.390 1.218
H -3.191 1.803 0.864
H -4.228 4.283 -0.571
H -4.802 3.625 0.898
H -4.885 1.956 -1.632
H -6.134 2.991 -1.018
H -6.431 1.711 0.800
H -6.100 0.589 -0.298
H -2.347 4.311 -1.656
H -3.094 2.912 -2.343
H -1.762 3.492 -4.011
H -0.597 2.438 -3.299
H -0.618 5.426 -3.504
H -0.077 4.764 -1.974
H 1.125 4.144 -4.667
H 1.617 3.378 -3.120
H 1.539 6.301 -3.095
H 2.792 5.636 -4.097
H 3.839 4.907 -2.243
H 2.871 5.935 -1.418
C 5.844 -7.508 0.332
O 6.848 -8.143 0.083
N 5.046 -7.782 1.411
N 5.427 -6.460 -0.453
H 4.214 -7.271 1.632
H 5.324 -8.541 2.003
H 5.992 -6.237 -1.250
H 4.606 -5.920 -0.270
C 0.193 -2.985 5.866
O 0.415 -2.576 6.988
N 1.082 -2.817 4.834
N -0.962 -3.644 5.537
H 0.920 -3.140 3.900
H 1.938 -2.341 5.046
H -1.632 -3.785 6.269
H -1.163 -3.990 4.619
*
```

***

No. 5
Entry from the Open Molecules 2025 dataset: a structure of composition C27H45IrNO2P2 at a distorted geometry (ωB97M-V/def2-TZVPD).

energy	-55705.8790	eV
HOMO-LUMO gap (alpha / beta)	6.419 / 4.602	eV
energy relative to the best compared isomer or geometry (same formula, charge and spin)	44.93	kJ/mol
largest force on an atom	5.3	eV/A
highest occupied orbital energy (alpha / beta)	-12.81 / -13.56	eV

Geometry as ORCA input:
```
! RIJCOSX wB97M-V def2-TZVPD def2/J DEFGRID3
* xyz 2 6
Ir -0.522 -3.132 -1.346
C -1.750 -2.315 1.318
C -1.436 -3.418 0.464
C 0.561 -2.285 1.229
C -0.578 -1.682 1.747
C 0.138 -3.536 0.512
C -3.079 -1.883 1.796
H -3.878 -2.535 1.441
H -3.240 -0.862 1.444
H -3.139 -1.848 2.894
C -0.629 -0.496 2.656
H -1.222 0.296 2.164
H 0.350 -0.068 2.902
H -1.133 -0.769 3.612
C 1.935 -1.850 1.634
H 2.195 -2.312 2.608
H 1.998 -0.752 1.774
H 2.727 -2.118 0.923
C 0.855 -4.811 0.805
H 0.507 -5.297 1.711
H 1.918 -4.571 0.913
H 0.708 -5.509 -0.054
C -2.357 -4.505 0.081
H -2.354 -5.344 0.807
H -2.153 -4.920 -0.929
H -3.358 -4.039 0.049
C -1.094 4.440 1.132
C -2.023 3.721 1.782
C -2.943 2.689 1.162
C -2.552 2.432 -0.298
C -1.392 1.526 -0.344
C -0.071 1.742 -0.245
C 0.535 3.074 -0.384
C -0.410 4.274 -0.238
H -3.968 3.106 1.152
H -2.330 3.383 -0.760
H -3.008 1.759 1.764
H -1.154 4.303 -1.070
H -0.778 5.405 1.603
H -2.276 3.980 2.830
H 0.187 5.184 -0.391
H 1.342 3.072 0.430
H 0.613 0.876 -0.141
H 1.091 3.232 -1.329
H -3.391 1.985 -0.867
H -1.688 0.524 -0.707
P -1.154 -1.087 -3.069
C -1.189 0.820 -3.403
C -1.441 -1.313 -4.927
P 1.226 -2.572 -2.315
C 0.676 -1.002 -3.044
C 0.870 -3.777 -3.652
C 2.784 -1.882 -1.581
H -0.257 1.293 -3.070
H -2.007 1.311 -2.872
H -1.291 1.073 -4.469
H -0.868 -0.578 -5.528
H -2.511 -1.096 -5.115
H -1.229 -2.328 -5.302
H 3.345 -1.293 -2.319
H 3.439 -2.645 -1.154
H 2.522 -1.172 -0.770
H 0.942 -0.197 -2.349
H 1.126 -0.841 -4.028
H 1.876 -3.989 -4.009
H 0.147 -3.500 -4.419
H 0.490 -4.653 -3.053
O 2.690 5.122 0.892
C 2.832 4.264 1.745
C 3.639 4.440 3.019
C 3.412 3.159 3.788
C 2.541 2.284 2.858
O 2.176 1.145 3.150
N 2.277 2.995 1.704
H 4.689 4.575 2.765
H 3.272 5.312 3.556
H 4.354 2.645 4.012
H 2.867 3.339 4.723
*
```

***

The highest largest force on an atom belongs to which entry? C27H45Cl3F5IrN4O6P2Se